11
Properties=species:S:1:pos:R:3:forces:R:3:lowdin_charge:R:1 method="wB97M-V/def2-TZVPD" s_squared=2.02 multiplicity=3
C -0.236624 0.024167 0.367013 1.233 -0.354 0.081 -0.2354
C -1.038982 1.246925 0.377440 0.120 0.286 1.167 -0.2685
C -1.037346 0.265258 1.545304 0.860 0.829 -1.291 -0.0064
C 1.230259 -0.771808 -1.387488 3.360 0.152 1.446 -0.1143
N 0.676396 -0.719916 -0.094672 -1.315 0.677 0.714 0.0618
O -1.311285 2.372277 0.036081 0.163 -0.298 -0.535 0.1301
H -0.633263 0.372474 2.510137 1.134 1.042 1.103 0.1003
H -1.850357 -0.329253 1.602722 -3.089 -1.899 0.103 0.0655
H 1.782101 -1.740238 -1.369845 -0.018 0.809 -0.646 0.0907
H 0.452322 -0.831917 -2.066782 -1.272 0.176 -1.858 0.0555
H 1.966778 0.112031 -1.519911 -1.177 -1.420 -0.283 0.1206


Below is one molecule with the formula C4H5NO2, with properties calculated with the ωB97M-V functional and the def2-TZVPD basis.

Structure (XYZ):
```
12
Properties=species:S:1:pos:R:3:forces:R:3:lowdin_charge:R:1
O -3.384847 -0.170220 0.216150 0.373 -0.138 -0.221 0.0111
C -1.201875 0.162481 -0.676523 0.222 0.008 0.363 0.0087
N -0.313312 0.216667 0.269057 -0.252 -0.059 -0.243 -0.0283
C 0.989877 0.822382 0.065480 -0.029 0.013 -0.054 -0.1469
C 2.071135 -0.239531 0.098869 -0.047 -0.302 0.129 -0.2315
O 1.862657 -1.371752 0.457729 0.145 0.498 -0.169 0.0609
C -2.419014 -0.587556 -0.396740 -0.283 0.118 0.141 -0.3292
H -0.423354 -0.250134 1.170890 -0.070 -0.006 -0.136 0.1601
H 1.207253 1.574595 0.836740 -0.018 -0.114 -0.088 0.1326
H 0.968782 1.325486 -0.905482 0.069 -0.074 0.111 0.1244
H 3.078706 0.092146 -0.221279 -0.079 -0.031 0.059 0.1242
H -2.436008 -1.574563 -0.914890 -0.031 0.086 0.109 0.1140
```
Positions in Å, forces in eV/Å.


Below is C4H5NO2 as an isolated structure, with properties calculated with the ωB97M-V functional and the def2-TZVPD basis.

Structure (XYZ):
```
12
Properties=species:S:1:pos:R:3:forces:R:3:lowdin_charge:R:1
N 0.476034 1.256821 1.055778 0.058 0.064 -0.121 0.1078
C 0.153727 0.261741 0.100671 0.053 -0.098 0.041 -0.3411
C -1.164440 0.101119 -0.642508 -0.167 -0.114 -0.078 0.0128
C -0.663445 -0.998843 0.205628 -0.255 -0.113 0.244 -0.1828
O 0.304079 -1.781930 -0.515962 0.171 -0.080 -0.066 0.0757
C 1.147533 -0.688896 -0.547382 0.707 0.112 -0.154 -0.4048
O 2.297938 -0.674639 -0.858342 -0.599 0.088 0.126 0.1557
H 0.362825 2.196735 0.696003 0.015 -0.113 -0.070 0.0855
H 1.442005 1.149703 1.352723 -0.199 0.026 0.068 0.0922
H -2.052501 0.539161 -0.204683 0.225 0.540 -0.002 0.1173
H -1.157722 0.037570 -1.728172 -0.067 -0.151 0.202 0.1218
H -1.146032 -1.398541 1.086251 0.058 -0.161 -0.191 0.1599
```
Positions in Å, forces in eV/Å.


Below is a 2-piece molecular cluster, C4H5NO2 overall, with properties calculated with the ωB97M-V functional and the def2-TZVPD basis.

Structure (XYZ):
```
12
Properties=species:S:1:pos:R:3:forces:R:3:lowdin_charge:R:1
C -2.144385 0.791930 -0.811808 1.441 0.300 0.860 -0.1491
C -1.397496 0.678748 0.236061 1.471 1.089 0.075 0.1053
C -0.353000 -1.566671 0.223800 1.473 -0.046 0.159 -0.3952
C 1.744663 -0.207504 0.414033 0.870 -1.192 -5.485 -0.0977
N 0.809589 -1.283842 0.202331 -0.367 -0.377 1.135 0.0575
O -1.399531 -2.098911 0.191853 -0.614 -0.350 -0.128 0.1064
O -2.888404 0.029709 0.100383 -3.303 1.547 1.222 -0.0191
H -2.319034 0.873099 -1.820289 -0.486 0.534 -1.844 0.0850
H 2.770439 -0.659890 0.192684 -1.287 0.806 0.354 0.0976
H 1.474299 0.462194 -0.485534 0.945 -0.343 1.582 0.1052
H 1.803844 0.341056 1.279738 -0.668 0.813 2.338 0.0410
H -2.894141 -0.856119 -0.169251 0.526 -2.783 -0.268 0.0630
```
Positions in Å, forces in eV/Å.


The following electronic energy values (in Eh) correspond, in order, to the records above: -285.20621; -360.55651; -360.59712; -360.43923.